(1)
This record from OMol25 describes 3 unconnected molecules or ions with the total composition C7H21FO4PS3. The level of theory is ωB97M-V with the def2-TZVPD basis set.

Cartesian coordinates (Å):
O: -0.584 -1.888 4.290
C: -0.872 -0.776 3.944
O: -2.203 -0.437 3.717
C: 0.070 0.377 3.730
C: 0.421 0.625 2.247
P: 0.931 -0.870 1.229
F: -0.783 -1.263 1.127
S: 0.843 0.423 -0.694
H: -2.424 -0.754 2.827
H: -0.456 1.279 4.065
H: 0.943 0.246 4.376
H: 1.262 1.325 2.211
H: -0.435 1.086 1.752
H: 1.175 -1.996 0.385
H: 2.345 -0.554 1.250
H: 1.098 -1.700 2.390
H: -0.471 0.596 -0.879
C: 1.254 -3.437 -3.298
S: 2.509 -2.487 -2.425
O: 2.740 -1.264 -3.229
C: 3.881 -3.580 -2.858
H: 0.318 -2.892 -3.196
H: 1.528 -3.523 -4.350
H: 1.158 -4.422 -2.839
H: 3.970 -3.644 -3.943
H: 3.714 -4.568 -2.425
H: 4.785 -3.144 -2.438
C: -2.479 5.064 -0.759
S: -2.359 3.607 0.297
O: -0.947 3.174 0.280
C: -3.238 2.503 -0.820
H: -1.940 5.870 -0.265
H: -2.018 4.848 -1.723
H: -3.526 5.343 -0.883
H: -2.717 2.471 -1.777
H: -4.265 2.849 -0.946
H: -3.231 1.513 -0.367

Its LUMO energy is 2.47 eV. As for the total charge: -1. The calculation puts the HOMO-LUMO gap at 6.182 eV. For the total energy, the calculation gives -60300.4799 eV. Its HOMO energy is -3.71 eV. The molar mass comes out at 315.41 Da.

(2)
This record from OMol25 describes a gas-phase ion, C5H12NO (charge -1) in a non-equilibrium geometry. The level of theory is ωB97M-V with the def2-TZVPD basis set.

Cartesian coordinates (Å):
C: -1.576 -1.158 -0.021
N: -0.174 -0.773 -0.114
C: 0.074 0.596 -0.597
C: 1.101 1.356 0.207
C: 2.258 1.982 -0.690
O: 3.207 2.597 -0.025
C: -1.758 -2.358 0.899
H: -2.187 -0.300 0.303
H: -1.949 -1.356 -1.026
H: 0.234 -0.881 0.806
H: 0.414 0.529 -1.630
H: -0.885 1.126 -0.617
H: 0.733 2.177 0.822
H: 1.667 0.724 0.900
H: 2.560 1.097 -1.314
H: 1.665 2.619 -1.422
H: -0.786 -2.773 1.145
H: -2.193 -2.047 1.856
H: -2.406 -3.155 0.518

Its LUMO energy is 3.45 eV. Its structure (SMILES) is CCNCCC[O-]. As for the total charge: -1. The calculation puts the HOMO-LUMO gap at 5.721 eV. For the total energy, the calculation gives -8916.1612 eV. Its HOMO energy is -2.27 eV. The molar mass comes out at 102.16 Da. The value obtained for the energy above the lowest of the compared OMol25 structures with the same formula, charge and spin is 20.8 kcal/mol.

(3)
This record from OMol25 describes a single C6H7NO2 molecule in a non-equilibrium geometry. The level of theory is ωB97M-V with the def2-TZVPD basis set.

Cartesian coordinates (Å):
C: 1.443 -1.082 -0.419
C: 0.905 1.089 0.098
C: -0.742 1.426 -0.082
C: -1.420 -1.258 0.110
C: -0.036 -0.841 -0.042
C: -0.074 0.341 0.827
H: 2.148 -1.513 0.408
H: 1.672 -1.693 -1.303
H: 1.409 2.045 0.563
H: -0.970 2.387 0.312
H: -1.832 -2.006 0.857
H: -0.168 -0.122 -0.947
H: -0.128 0.475 1.900
N: -2.234 -0.436 -0.481
O: 1.747 0.348 -0.840
O: -1.720 0.839 -0.962

Its LUMO energy is 0.84 eV. Its structure (SMILES) is C1=NO[C@@H]2[C@@H]3OC[C@@H]1[C@H]23. The calculation puts the HOMO-LUMO gap at 9.506 eV. For the total energy, the calculation gives -11912.7316 eV. Its HOMO energy is -8.67 eV. The molar mass comes out at 125.13 Da. The value obtained for the energy above the lowest of the compared OMol25 structures with the same formula, charge and spin is 177.6 kcal/mol.

(4)
This record from OMol25 describes 2 unconnected molecules or ions with the total composition C5H11O4 in a non-equilibrium geometry. The level of theory is ωB97M-V with the def2-TZVPD basis set.

Cartesian coordinates (Å):
H: -2.881 0.868 1.497
O: -2.055 0.342 1.486
H: -0.909 -3.071 -0.287
C: -0.713 -1.996 -0.290
C: 0.591 -1.527 -0.108
C: 1.106 -0.253 -0.022
C: 2.555 -0.017 -0.165
C: 0.243 0.950 0.078
H: -0.662 0.783 0.798
H: 0.802 1.833 0.426
O: -0.214 1.221 -1.233
O: -1.086 2.420 -1.117
H: -1.111 2.717 -2.055
O: -1.771 -1.275 -0.639
H: -2.089 -0.238 2.269
H: 1.311 -2.343 -0.067
H: 2.731 1.065 -0.204
H: 3.130 -0.428 0.675
H: 2.926 -0.476 -1.091
H: -1.904 -0.574 0.050

Its LUMO energy (alpha / beta) is 0.21 / 0.16 eV. The calculation puts the HOMO-LUMO gap (alpha / beta) at 6.792 / 9.204 eV. For the total energy, the calculation gives -13547.9459 eV. The spin multiplicity is 2. Its HOMO energy (alpha / beta) is -6.58 / -9.04 eV. The molar mass comes out at 135.14 Da. The value obtained for the energy above the lowest of the compared OMol25 structures with the same formula, charge and spin is 51.2 kcal/mol.